(1)
{"formula": "C19H45IrN6O4PSb", "method": "the ωB97M-V functional and the def2-TZVPD basis", "e_lumo_ev": [-5.13, -5.13], "homo_lumo_gap_ev": [8.2373, 8.2369], "charge": 2, "symbols": ["Ir", "N", "C", "C", "C", "C", "N", "C", "N", "N", "C", "O", "O", "H", "H", "H", "H", "H", "H", "H", "H", "H", "H", "H", "H", "H", "H", "C", "C", "N", "O", "C", "C", "N", "O", "H", "H", "H", "H", "H", "H", "H", "C", "C", "Sb", "C", "C", "C", "C", "H", "H", "H", "H", "H", "H", "H", "H", "H", "H", "H", "H", "H", "H", "H", "C", "P", "C", "C", "H", "H", "H", "H", "H", "H", "H", "H", "H"], "xyz": [[-1.2631, -0.2000, 0.4203], [0.2392, -1.5695, 1.0337], [0.4474, -2.6586, 0.0379], [1.8949, -3.1644, 0.0353], [2.9955, -2.2741, -0.5971], [3.6481, -2.8673, -1.8510], [2.8019, -2.7914, -3.0355], [2.7331, -1.7608, -3.8743], [1.6075, -1.5479, -4.5461], [3.7842, -0.9483, -4.0464], [-0.1111, -2.2356, -1.3288], [0.0360, -3.0030, -2.2747], [-0.7448, -1.1207, -1.3945], [1.0974, -1.0246, 1.0998], [0.0965, -1.9313, 1.9746], [-0.1737, -3.4983, 0.3480], [1.9026, -4.1544, -0.4244], [2.1450, -3.3372, 1.0848], [3.7992, -2.1469, 0.1305], [2.6231, -1.2667, -0.8228], [3.8563, -3.9234, -1.6755], [4.6120, -2.4039, -2.0517], [1.9621, -3.3553, -2.9945], [0.7491, -1.9595, -4.1907], [1.5670, -0.8994, -5.3130], [4.7051, -1.2576, -3.7865], [3.7344, -0.2031, -4.7202], [-3.9713, 3.1268, 0.5661], [-2.9880, 2.0333, 0.7971], [-2.5760, 1.2225, -0.1301], [-3.1611, 1.3283, -1.3785], [-2.4314, 1.7812, 2.1099], [-2.7567, 2.5835, 3.3244], [-1.6167, 0.7396, 2.1475], [-1.0398, 0.3315, 3.1855], [-4.2458, 3.2108, -0.4795], [-3.5510, 4.0724, 0.9115], [-4.8695, 2.9460, 1.1600], [-2.5066, 0.9571, -1.9876], [-3.8250, 2.5497, 3.5497], [-2.4858, 3.6337, 3.1993], [-2.2120, 2.1815, 4.1747], [0.5508, 4.2636, 1.9095], [0.9051, 3.8295, 0.4910], [0.8489, 1.7171, 0.1889], [1.6428, 1.6152, -1.8048], [3.0452, 2.1906, -1.9694], [2.5862, 1.1013, 1.2951], [2.3518, 0.8093, 2.7766], [0.6521, 5.3441, 2.0105], [1.2055, 3.8050, 2.6506], [-0.4767, 3.9994, 2.1667], [1.9230, 4.1185, 0.2266], [0.2334, 4.2698, -0.2467], [0.9226, 2.1346, -2.4407], [1.6060, 0.5636, -2.1042], [3.0929, 3.2405, -1.6794], [3.3686, 2.1371, -3.0102], [3.7790, 1.6496, -1.3695], [3.3037, 1.9145, 1.1703], [3.0116, 0.2403, 0.7716], [1.9684, 1.6841, 3.3008], [3.2855, 0.5199, 3.2591], [1.6195, 0.0166, 2.9450], [-4.2207, -1.5248, -0.6316], [-3.0537, -1.5605, 0.7445], [-4.0006, -1.1363, 2.2204], [-2.7104, -3.3264, 0.9501], [-5.0373, -2.2213, -0.4376], [-3.7071, -1.8199, -1.5474], [-4.6241, -0.5234, -0.7671], [-4.8825, -1.7758, 2.2739], [-4.3210, -0.0968, 2.1854], [-3.3872, -1.2832, 3.1100], [-3.6593, -3.8460, 1.0945], [-2.0876, -3.5104, 1.8258], [-2.2428, -3.7342, 0.0541]], "forces_ev_per_a": [[0.9, 1.1, 0.1], [0.1, 0.1, 0.0], [0.1, 0.0, 0.1], [0.0, 0.0, 0.0], [-0.1, 0.0, 0.1], [0.0, -0.2, 0.1], [-0.1, 0.1, 0.0], [0.2, -0.1, 0.1], [-0.2, -0.1, 0.2], [0.0, 0.0, 0.0], [0.0, -0.2, -0.1], [0.4, 0.2, -0.2], [-0.1, 0.0, -0.1], [0.0, -0.1, 0.1], [-0.1, 0.0, 0.0], [0.0, 0.0, 0.0], [0.0, 0.0, -0.1], [0.0, -0.1, 0.0], [0.0, 0.0, 0.0], [0.0, 0.0, -0.1], [0.1, 0.0, -0.1], [0.0, 0.1, 0.0], [-0.2, 0.0, 0.1], [0.0, 0.0, -0.1], [0.0, 0.0, 0.0], [0.0, 0.0, 0.0], [0.0, 0.0, 0.0], [0.0, 0.0, 0.0], [0.0, -0.1, 0.1], [-0.1, 0.1, 0.1], [0.1, 0.2, -0.1], [0.0, 0.1, -0.1], [-0.1, 0.0, 0.0], [0.0, -0.1, 0.0], [0.0, 0.0, 0.0], [0.0, 0.0, 0.0], [0.0, 0.0, 0.0], [0.0, 0.0, 0.0], [0.0, -0.1, 0.0], [0.0, 0.0, 0.0], [0.0, 0.0, 0.0], [0.0, 0.0, 0.0], [0.0, 0.0, 0.0], [-0.2, 0.0, 0.1], [-0.1, -0.6, -0.4], [0.0, 0.0, 0.0], [0.0, 0.0, 0.1], [0.0, 0.1, 0.0], [-0.1, 0.0, 0.0], [0.0, 0.0, 0.0], [0.0, 0.0, 0.0], [0.1, 0.0, 0.0], [0.0, 0.0, 0.0], [0.0, 0.0, 0.0], [0.0, 0.0, 0.0], [0.0, 0.0, 0.0], [0.0, 0.0, 0.0], [0.0, 0.0, 0.0], [0.0, 0.0, 0.0], [0.0, 0.0, 0.0], [0.0, 0.0, 0.0], [0.0, 0.0, 0.0], [0.0, 0.0, 0.0], [0.0, 0.0, 0.0], [0.0, 0.0, 0.0], [-0.2, -0.4, 0.0], [-0.1, 0.0, 0.0], [-0.1, 0.0, 0.0], [0.0, 0.0, 0.0], [0.0, 0.0, 0.0], [0.0, 0.0, 0.0], [0.0, 0.0, 0.0], [0.0, 0.0, 0.0], [0.0, 0.0, 0.0], [0.0, 0.0, 0.0], [0.0, 0.0, 0.0], [0.0, 0.0, 0.0]]}

=====

(2)
{"formula": "C19H46BrNO4PSi2", "method": "the ωB97M-V functional and the def2-TZVPD basis", "e_lumo_ev": -2.40, "homo_lumo_gap_ev": 7.3464, "charge": 1, "symbols": ["C", "C", "P", "C", "C", "Si", "O", "Si", "Br", "C", "C", "C", "C", "C", "O", "C", "C", "O", "H", "H", "H", "H", "H", "H", "H", "H", "H", "H", "H", "H", "H", "H", "H", "H", "H", "H", "H", "H", "H", "H", "H", "H", "H", "H", "C", "C", "N", "C", "C", "C", "C", "C", "O", "C", "H", "H", "H", "H", "H", "H", "H", "H", "H", "H", "H", "H", "H", "H", "H", "H", "H", "H", "H", "H"], "xyz": [[3.1498, 1.5466, 1.3482], [3.4006, 2.0385, -0.1574], [1.8299, 3.0470, -0.6468], [2.5166, 4.5449, -1.5857], [2.2088, 5.8440, -0.6682], [0.4614, 1.8374, -1.8729], [-1.2018, 1.8794, -1.3299], [-2.1600, 2.0179, -2.7772], [-2.5189, 4.1951, -3.4076], [-3.7846, 1.0191, -2.7445], [-4.5049, 0.9300, -1.3134], [-5.6365, 2.0845, -1.1044], [-6.7543, 1.4152, -0.1300], [-7.8298, 2.4812, 0.4033], [-8.3920, 3.3232, -0.6364], [-8.2477, 4.7070, -0.3241], [-9.4823, 5.7488, -0.4142], [-7.1430, 5.2243, 0.0002], [2.0488, 1.2213, 1.4171], [3.3246, 2.4404, 2.0360], [3.8023, 0.6645, 1.6738], [4.2832, 2.7766, -0.2309], [3.4811, 1.1958, -0.9228], [2.1366, 4.6638, -2.6520], [3.6690, 4.4880, -1.6483], [2.7210, 6.7900, -1.0496], [1.0677, 5.9631, -0.5585], [2.6018, 5.6565, 0.3915], [0.9039, 0.4240, -1.8148], [0.6375, 2.2605, -3.2662], [-1.3340, 1.4352, -3.8611], [-3.5190, -0.0484, -3.1004], [-4.4695, 1.4834, -3.5469], [-5.1022, -0.0596, -1.3125], [-3.7939, 0.9364, -0.4220], [-5.1851, 2.9587, -0.5060], [-6.1057, 2.4246, -2.0831], [-7.2069, 0.5511, -0.7207], [-6.1514, 0.9694, 0.7456], [-8.7058, 1.8578, 0.8274], [-7.3871, 3.0778, 1.2836], [-10.4503, 5.3252, 0.0040], [-9.5921, 6.0634, -1.5041], [-9.1766, 6.6953, 0.1643], [4.9601, -4.2106, 3.3569], [4.6345, -4.9393, 2.0655], [3.1476, -4.9569, 1.6949], [2.4015, -5.7471, 2.7769], [2.9353, -5.7750, 0.4105], [3.5331, -5.2052, -0.8644], [2.4823, -3.5654, 1.6511], [3.1203, -2.4983, 0.7592], [4.4436, -2.1957, 1.1716], [5.3436, -1.9128, 0.1009], [4.4906, -4.6649, 4.2276], [6.0408, -4.2439, 3.5216], [4.6790, -3.1552, 3.3360], [4.9398, -5.9867, 2.1591], [5.1856, -4.5167, 1.2343], [2.8589, -6.7317, 2.8659], [1.3551, -5.8326, 2.4788], [2.4665, -5.2028, 3.7188], [1.8566, -5.8990, 0.2837], [3.3700, -6.7595, 0.6046], [2.8741, -4.4611, -1.3125], [3.6112, -6.0074, -1.6029], [4.5317, -4.7889, -0.7364], [2.4782, -3.2046, 2.6835], [1.4459, -3.7323, 1.3442], [2.5265, -1.5803, 0.8570], [3.0755, -2.7710, -0.2930], [4.8391, -1.6843, -0.8362], [5.9877, -2.7909, -0.0351], [5.9763, -1.0785, 0.3953]], "forces_ev_per_a": [[-0.2, 0.0, -0.5], [-0.4, -0.1, -0.1], [1.1, 1.0, 1.0], [0.9, 1.2, 0.1], [-0.3, -0.5, 0.2], [-0.5, -0.4, 0.5], [0.8, 0.5, -2.8], [-0.4, -0.3, 0.7], [0.2, -1.0, 0.5], [-0.1, -0.3, 0.3], [-1.6, 0.2, -0.7], [0.3, -0.8, 1.5], [0.9, 0.9, -0.8], [0.3, -2.1, 1.3], [0.1, 2.4, 1.4], [2.6, 2.5, 0.7], [0.5, -0.5, -0.2], [-3.8, -2.7, -1.1], [1.6, 0.5, 0.2], [-0.4, -1.4, -0.8], [-0.7, 1.3, -0.5], [-1.3, -1.4, 0.0], [0.4, 1.0, 1.2], [0.3, -0.2, 1.4], [-1.8, -0.3, 0.0], [-0.9, -1.3, 0.3], [1.8, 0.1, -0.3], [-0.5, 0.2, -1.5], [-0.1, -0.1, 0.1], [-0.3, 0.2, -0.2], [-0.1, 0.2, 0.0], [-0.3, 1.7, 0.5], [0.9, -0.8, 1.3], [1.1, 1.4, 0.1], [-0.8, -0.1, -1.3], [-0.7, -1.0, -1.3], [0.7, -0.4, 1.3], [0.2, 1.2, 0.9], [-1.2, 0.7, -1.1], [1.2, 1.1, -0.6], [-0.6, -0.7, -1.7], [1.3, 0.5, -0.7], [-0.1, -0.6, 1.4], [-0.3, -1.7, -0.8], [-0.2, 0.3, 0.2], [0.0, -0.1, 0.2], [-0.5, -0.4, 0.3], [0.2, 0.6, -0.4], [0.3, 0.2, 0.0], [-0.2, 0.0, -0.3], [0.5, -0.1, 0.0], [0.1, 0.2, 0.1], [-0.4, -0.1, -0.4], [0.3, -0.3, 0.4], [0.1, -0.1, 0.0], [-0.1, -0.1, -0.1], [0.1, -0.2, -0.1], [-0.3, 0.0, -0.1], [-0.1, 0.1, 0.0], [0.0, 0.1, 0.0], [0.2, 0.0, 0.0], [0.0, -0.1, -0.1], [0.1, 0.0, 0.2], [-0.1, 0.2, 0.2], [0.2, 0.0, 0.1], [0.0, 0.0, 0.2], [-0.1, 0.0, 0.0], [0.0, -0.1, -0.2], [0.1, 0.0, 0.0], [-0.3, -0.2, 0.1], [0.1, -0.1, 0.0], [-0.1, 0.1, 0.0], [0.0, 0.1, -0.2], [-0.1, 0.1, 0.0]]}

=====

(3)
{"formula": "C19H47BCl2F3ILiN8NaO11PS", "method": "the ωB97M-V functional and the def2-TZVPD basis", "e_lumo_ev": -5.49, "homo_lumo_gap_ev": 2.7989, "charge": 1, "symbols": ["C", "C", "I", "C", "N", "C", "N", "B", "O", "N", "C", "C", "N", "C", "N", "P", "N", "O", "O", "H", "H", "H", "H", "H", "H", "H", "H", "H", "H", "H", "H", "H", "H", "H", "H", "H", "H", "O", "S", "O", "O", "C", "C", "C", "H", "H", "H", "H", "H", "H", "H", "H", "C", "C", "O", "N", "C", "H", "H", "H", "H", "H", "H", "H", "Cl", "C", "C", "O", "C", "O", "C", "F", "F", "F", "H", "H", "H", "H", "H", "H", "O", "H", "H", "H", "O", "H", "H", "Cl", "C", "C", "N", "H", "H", "H", "Na", "Li"], "xyz": [[-4.8034, 3.9684, 1.0341], [-3.4074, 4.7769, 0.7237], [-3.2877, 5.5043, -1.3351], [-2.0673, 3.9273, 1.2078], [-0.9167, 4.0637, 0.2972], [-0.3515, 3.3947, -0.8662], [-0.8830, 2.3371, -1.4815], [-2.1568, 1.6049, -1.2266], [-2.0562, 0.3148, -0.5689], [-3.5212, 2.0767, -1.6366], [-3.6363, 2.1405, -3.1613], [-4.6279, 1.1815, -1.1470], [0.9332, 3.9403, -1.4197], [1.1117, 5.1007, -0.4851], [-0.0107, 5.1176, 0.4937], [0.0146, 6.4305, 1.6582], [1.2849, 7.3762, 1.3643], [-1.4088, 7.4402, 1.4941], [0.1192, 5.8941, 3.3259], [-5.0905, 4.2720, 2.1360], [-5.6857, 4.3791, 0.3762], [-4.6868, 2.8193, 0.9858], [-3.4586, 5.7386, 1.4012], [-2.4255, 2.8239, 1.4142], [-1.8389, 4.3466, 2.2865], [-0.3117, 1.9678, -2.2902], [-1.6878, -0.2846, -1.2934], [-3.9067, 1.0953, -3.5920], [-4.4557, 2.8837, -3.5164], [-2.6155, 2.4689, -3.6339], [-4.5728, 0.9509, -0.0131], [-5.6396, 1.7010, -1.4540], [-4.5252, 0.1697, -1.7241], [2.0059, 5.8204, -0.6086], [1.8815, 7.4135, 2.2268], [-1.3244, 8.1683, 2.1876], [-0.1823, 6.7070, 3.8419], [0.4419, -4.3517, -4.2389], [0.2281, -3.8759, -2.8935], [-0.0304, -2.4873, -2.6073], [1.4549, -4.3834, -1.9536], [2.7850, -4.0885, -2.3583], [3.1511, -2.6529, -2.0412], [-1.0460, -4.8515, -2.1410], [2.9275, -4.3088, -3.4212], [3.4462, -4.7592, -1.7978], [2.5757, -1.9571, -2.6575], [4.2121, -2.4726, -2.2287], [2.9292, -2.4202, -0.9950], [-0.8235, -5.9071, -2.3016], [-1.9935, -4.5914, -2.6149], [-1.0858, -4.6188, -1.0754], [-1.8427, -0.3770, 3.1027], [-3.1320, -0.2231, 3.8626], [-4.2135, -0.1144, 3.2946], [-3.0774, -0.2060, 5.2250], [-1.9151, -0.3184, 6.0766], [-2.0502, -0.3728, 2.0305], [-1.1728, 0.4577, 3.3289], [-1.3678, -1.3270, 3.3582], [-3.9844, -0.0996, 5.6613], [-2.0506, -1.1868, 6.7231], [-1.8582, 0.5825, 6.6943], [-0.9921, -0.4289, 5.5084], [0.7705, 1.1060, -1.0650], [6.4269, -6.0714, -6.0348], [7.5927, -6.4906, -5.1585], [8.2744, -5.3991, -4.5565], [7.7027, -4.7725, -3.3747], [7.4149, -5.6779, -2.4467], [6.5048, -3.8020, -3.6928], [6.7102, -3.1327, -4.8590], [6.3786, -2.8356, -2.7423], [5.2997, -4.4036, -3.7992], [6.6691, -5.1788, -6.6176], [6.1569, -6.8802, -6.7191], [5.5407, -5.8541, -5.4379], [8.3336, -6.9682, -5.8089], [7.2966, -7.2539, -4.4319], [8.4998, -4.0525, -3.1301], [-0.0171, 4.1172, 5.7936], [-0.5682, 3.4402, 5.3300], [-0.4801, 4.4766, 6.5886], [0.2604, 4.8416, 5.1773], [-5.0837, 5.9313, -4.8688], [-4.3293, 5.6730, -5.4162], [-4.6791, 6.3093, -4.0759], [-1.0723, -2.1475, 0.4441], [-1.7634, -4.7728, 7.7503], [-0.9177, -3.6115, 7.4433], [-0.2523, -2.6979, 7.2016], [-2.8264, -4.5159, 7.7238], [-1.6085, -5.5849, 7.0341], [-1.5517, -5.1738, 8.7457], [1.8176, -0.6668, 0.5161], [4.1751, -6.6423, -2.0545]], "forces_ev_per_a": [[0.0, 0.9, 0.7], [-0.8, 0.1, 1.8], [0.1, -0.2, 0.9], [-2.1, -0.1, 0.6], [2.2, -0.8, -1.5], [-1.0, -0.2, -2.0], [-3.1, 5.8, -0.9], [-2.5, -2.5, 1.0], [-0.1, 2.6, -2.9], [1.3, -1.4, -0.7], [0.4, 0.6, -0.7], [-0.6, -0.5, -0.6], [-2.7, 5.3, 6.8], [-2.2, -5.3, -3.2], [2.2, 2.6, 0.7], [1.7, 3.7, -0.9], [-1.7, -1.9, 1.6], [2.1, -2.3, 1.6], [-1.6, 1.1, -0.5], [0.5, -0.8, -2.0], [1.9, -1.0, 1.1], [-0.3, 2.1, -0.2], [0.2, -1.8, -1.7], [1.2, 1.9, -0.9], [0.1, -0.8, -2.2], [-0.8, 1.0, 0.9], [-0.1, 0.2, 1.9], [0.5, 1.7, 0.8], [1.4, -1.2, 0.8], [-1.9, -0.5, 0.9], [-0.1, 0.5, -2.0], [1.9, -1.1, 0.8], [-0.5, 1.6, 1.2], [-2.0, -1.1, 0.8], [-0.5, -0.1, -1.2], [0.1, -1.1, -1.4], [0.5, -1.3, -1.0], [0.3, 0.5, 0.6], [-1.0, 0.2, 0.4], [0.6, -0.9, -0.8], [-0.4, -0.4, -0.1], [0.1, 0.6, -0.5], [0.3, 0.4, -0.2], [0.2, -0.2, 0.2], [-0.1, 0.1, 0.1], [-0.1, 0.0, 0.4], [0.0, -0.2, 0.1], [-0.2, -0.1, 0.1], [0.0, -0.2, 0.0], [0.0, 0.1, -0.1], [0.2, 0.1, 0.0], [0.0, 0.2, -0.1], [-0.3, 0.1, -0.1], [-0.6, 0.0, -0.4], [0.4, 0.2, 0.2], [-0.1, 0.3, -0.3], [-0.6, -0.1, 0.1], [0.0, -0.2, 0.2], [0.2, 0.0, 0.1], [0.1, 0.2, -0.1], [0.2, -0.1, -0.1], [0.4, 0.3, 0.0], [0.3, 0.0, 0.2], [-0.2, -0.1, 0.0], [6.4, -5.3, 1.9], [-0.4, -0.1, 0.0], [0.4, 0.1, -0.2], [-0.5, 0.5, -0.6], [0.0, -1.6, 0.7], [-1.2, 0.7, 0.1], [1.4, 0.1, -0.9], [-0.4, -0.2, 0.4], [-0.1, -0.5, -0.1], [-0.5, 0.0, 0.3], [0.0, -0.1, 0.0], [0.1, 0.0, 0.0], [0.0, 0.0, -0.1], [0.1, 0.1, 0.2], [0.0, 0.2, 0.2], [0.2, 0.1, 0.2], [-0.3, 0.1, 0.2], [0.2, 0.2, 0.1], [0.2, -0.2, -0.3], [-0.1, -0.1, -0.4], [0.4, 0.0, 0.1], [-0.2, 0.1, 0.0], [-0.2, 0.0, -0.2], [0.9, -0.5, 0.3], [-0.2, -0.2, 0.1], [0.3, 0.3, -0.1], [-0.5, -0.9, 0.3], [0.2, 0.2, -0.1], [0.1, 0.3, 0.0], [0.1, 0.2, -0.1], [-1.0, -0.3, -0.5], [0.9, 0.4, -0.3]]}

=====

- Which formula does entry 3 have?
  C19H47BCl2F3ILiN8NaO11PS